(1)
Formula: H3N3O4
Source: the OMol25 dataset
Level of theory: ωB97M-V with the def2-TZVPD basis set

Cartesian coordinates (Å):
O1 2.56 0.61 -0.10
O2 1.00 -1.09 0.71
O3 1.70 1.55 -0.13
H1 -2.55 0.86 0.58
O4 -0.30 -1.27 -1.05
N1 0.02 -0.78 0.04
H2 -1.99 -0.07 -0.98
H3 2.22 -0.20 0.27
N2 -1.89 0.32 0.05
N3 -0.76 0.08 0.61

total charge	0
HOMO energy (spin up / spin down)	-10.143 / -9.264	eV
ΔE to the lowest compared entry with this formula, charge and spin	73.9	kJ/mol

Here are the Mulliken charges for atoms 1 to 6, given in e: number 1, O, carries -0.1707; number 2, O, carries -0.6660; number 3, O, carries -0.2461; number 4, H, carries 0.2613; number 5, O, carries -0.7227; number 6, N, carries 1.2089

(2)
Formula: C28H31N3O7
Source: the OMol25 dataset
Level of theory: ωB97M-V with the def2-TZVPD basis set

Cartesian coordinates (Å):
C1 -0.86 -0.42 -3.36
C2 2.84 -1.74 -0.16
C3 0.62 2.46 -0.42
H1 -2.95 -5.04 3.87
H2 -1.23 7.21 -0.71
H3 -0.90 0.52 -1.47
O1 0.29 -2.30 -2.31
N1 -0.99 -1.65 2.24
C4 -1.99 6.75 -0.06
C5 0.08 3.32 -1.37
H4 -1.68 -1.95 -2.06
C6 -4.75 -3.72 3.72
H5 -1.72 -1.00 1.96
H6 0.37 -4.15 -4.83
H7 0.19 3.10 -2.42
O2 1.79 0.46 -3.10
H8 -0.26 3.86 4.58
N2 1.35 0.15 0.13
C7 -3.39 -4.11 3.60
H9 4.26 -3.33 -0.36
H10 5.52 0.01 1.99
H11 0.92 2.11 1.66
C8 -1.31 -2.88 2.72
C9 0.32 -1.37 1.71
N3 -0.34 0.43 -2.32
O3 -1.41 5.85 0.86
H12 2.46 1.51 -0.95
O4 -3.61 -2.02 2.85
H13 -0.39 2.40 3.56
C10 1.14 -2.72 -3.37
C11 -2.74 -3.03 3.06
C12 5.02 -1.73 0.85
C13 0.05 3.40 3.65
H14 -1.63 -3.77 -3.64
C14 -0.76 4.77 0.37
C15 -0.21 3.90 1.34
C16 0.23 -3.11 -4.55
H15 -1.85 -0.08 -3.66
C17 4.77 -0.48 1.39
H16 2.09 -2.21 -0.78
C18 -0.93 -1.88 -2.86
H17 5.97 -2.22 1.03
H18 -2.45 7.53 0.55
H19 -5.64 -1.76 3.15
H20 1.82 -1.91 -3.64
C19 4.06 -2.36 0.07
H21 1.15 3.31 3.64
H22 -1.01 5.11 -1.73
C20 -0.60 4.46 -0.97
C21 -4.81 -2.45 3.25
C22 0.98 0.67 -2.22
O5 -0.91 0.17 0.36
H23 -2.75 6.27 -0.67
C23 2.59 -0.50 0.39
H24 0.44 -2.49 -5.42
H25 3.35 1.12 1.57
C24 0.48 2.77 0.93
C25 -1.19 -2.85 -4.02
C26 0.19 -0.29 0.65
H26 -5.55 -4.31 4.11
H27 1.00 -1.03 2.50
C27 1.40 1.24 -0.85
H28 -1.85 -2.43 -4.77
O6 -0.50 -3.77 2.88
O7 -0.40 4.26 2.63
H29 -0.18 -0.35 -4.21
C28 3.55 0.14 1.16
H30 0.74 -2.29 1.29
H31 1.72 -3.56 -2.99

SMILES string	COc1ccc([C@H](C(=O)NC[C@H]2CCCO2)N(C(=O)CNC(=O)c2ccco2)c2ccccc2)cc1OC
total charge	0
HOMO energy	-8.003	eV
ΔE to the lowest compared entry with this formula, charge and spin	0.0	kJ/mol

Here are the Mulliken charges for atoms 1 to 6, given in e: number 1, C, carries -1.3257; number 2, C, carries 0.4039; number 3, C, carries -0.5112; number 4, H, carries 0.5249; number 5, H, carries 0.3622; number 6, H, carries 0.2136

(3)
Formula: C48H55BrN7O4STeTi
Source: the OMol25 dataset
Level of theory: ωB97M-V with the def2-TZVPD basis set

Cartesian coordinates (Å):
C1 -4.69 0.58 2.90
H1 -4.30 -5.66 1.41
O1 2.38 0.07 -0.03
H2 0.58 2.74 2.20
H3 -2.30 0.02 4.92
H4 -2.79 -3.69 1.87
H5 -4.76 2.04 5.95
C2 -3.90 2.88 4.17
C3 0.33 1.08 -2.96
C4 -2.51 0.68 -6.00
C5 -1.31 -0.18 5.32
H6 0.61 2.08 -5.36
H7 -6.25 3.42 1.94
H8 -4.72 -6.26 -1.00
H9 -3.58 3.79 4.67
H10 -3.97 -4.11 -2.02
C6 3.23 -1.69 1.41
H11 0.52 6.95 -0.35
H12 -2.66 0.09 -5.09
C7 -6.07 0.86 0.15
H13 -2.00 -0.91 7.22
C8 -2.65 -4.35 1.01
H14 -3.08 -5.46 -2.73
H15 5.39 -3.40 4.14
H16 -2.94 3.20 -5.01
C9 1.25 -0.68 6.29
H17 -6.41 -2.11 -1.46
C10 3.21 -3.06 1.58
H18 -10.79 -0.32 -0.14
C11 -3.63 2.74 2.81
C12 -1.93 -4.25 -1.38
H19 -1.66 7.59 -1.33
C13 -0.88 3.87 -0.58
C14 -1.49 1.79 -5.78
C15 -2.37 5.56 -1.42
H20 -10.83 0.95 1.09
H21 -3.33 5.84 -1.85
H22 0.78 2.04 -2.79
O2 1.31 -1.81 0.00
H23 1.02 4.55 0.09
H24 0.27 -1.35 8.08
H25 -1.56 -3.54 -2.11
C16 -1.98 2.78 -4.72
C17 -1.67 -2.33 0.08
C18 -3.77 -5.80 -0.70
H26 -2.11 2.29 -3.76
C19 -7.99 -0.62 0.01
H27 -1.27 3.61 -4.58
C20 -3.96 -5.01 0.60
O3 0.74 2.16 -0.16
N1 -0.56 -0.65 -3.91
C21 -3.24 -4.89 -1.81
C22 -2.96 3.88 2.08
C23 -4.97 0.74 4.25
C24 -5.81 -1.51 -0.77
S1 -0.46 0.79 2.94
O4 0.53 0.00 2.08
C25 -4.56 1.90 4.90
H28 -3.64 4.32 1.34
C26 -0.21 6.19 -0.58
H29 1.30 2.16 3.74
C27 0.07 4.85 -0.32
H30 -4.72 -4.24 0.45
H31 -1.17 -5.02 -1.23
H32 2.25 -0.87 6.66
H33 -7.22 4.01 0.59
C28 -1.13 -0.70 6.60
H34 2.58 -3.63 0.92
C29 -1.44 6.55 -1.13
H35 -0.30 3.00 3.76
C30 -8.84 0.35 0.52
H36 -4.93 -1.15 -1.30
H37 -1.91 -5.11 1.27
N2 -1.35 1.50 0.18
Te1 -3.82 1.12 0.08
C31 4.78 -2.93 3.38
H38 -1.35 2.32 -6.73
H39 -5.48 -0.04 4.79
C32 2.28 -1.13 0.39
H40 -2.09 3.52 1.53
C33 -4.04 1.57 2.16
C34 -0.10 1.25 -5.42
C35 -6.64 -0.38 -0.19
C36 0.14 -0.95 7.08
N3 -2.14 -3.55 -0.11
N4 0.09 0.19 -2.04
C37 -6.94 1.87 0.59
H41 -3.47 1.11 -6.28
N5 -0.06 0.58 -4.12
C38 -0.19 0.11 4.56
C39 4.79 -1.55 3.24
C40 -8.30 1.60 0.78
C41 -6.46 3.28 0.88
Br1 4.05 0.96 2.29
C42 -0.56 2.44 -0.18
C43 0.37 2.34 3.19
H42 -3.06 -6.62 -0.53
H43 -5.02 -0.32 2.39
C44 -10.30 0.06 0.77
N6 -0.47 -0.88 -2.66
H44 -2.20 -0.01 -6.79
H45 -2.65 4.66 2.77
H46 -10.42 -0.70 1.54
C45 1.09 -0.15 5.02
H47 -2.83 3.46 -1.36
C46 3.98 -3.70 2.54
H48 -5.55 3.49 0.32
C47 -2.10 4.23 -1.14
H49 0.24 0.54 -6.16
H50 -8.40 -1.60 -0.25
C48 4.01 -0.93 2.27
N7 -1.30 -1.26 0.27
H51 5.40 -0.94 3.90
H52 3.95 -4.77 2.65
H53 -5.45 -2.18 0.03
H54 -8.95 2.40 1.14
H55 1.95 0.05 4.38
Ti1 0.36 0.19 0.02

expectation value of S²	0.7533
total charge	0
HOMO energy (spin up / spin down)	-6.446 / -6.464	eV
2S+1	2
ΔE to the lowest compared entry with this formula, charge and spin	18.8	kJ/mol

Here are the Mulliken charges for atoms 1 to 6, given in e: number 1, C, carries -0.6158; number 2, H, carries 0.3831; number 3, O, carries -0.4963; number 4, H, carries 0.0324; number 5, H, carries 0.3182; number 6, H, carries 0.4485

(4)
Formula: C2H2N6
Source: the OMol25 dataset
Level of theory: ωB97M-V with the def2-TZVPD basis set

Cartesian coordinates (Å):
H1 -2.16 1.29 0.97
N1 0.35 -1.25 -0.50
N2 -0.53 1.47 -0.37
H2 2.40 0.71 0.91
N3 -1.55 -0.54 0.46
C1 1.06 -0.11 0.02
N4 0.66 1.12 -0.59
N5 2.16 -0.21 0.62
N6 -0.85 -1.39 -0.29
C2 -1.38 0.69 0.45

SMILES string	[H]/N=c1\nncnnn1
total charge	0
HOMO energy	-10.161	eV
ΔE to the lowest compared entry with this formula, charge and spin	213.2	kJ/mol

Here are the Mulliken charges for atoms 1 to 6, given in e: number 1, H, carries 0.3734; number 2, N, carries -0.1560; number 3, N, carries -0.1935; number 4, H, carries 0.2649; number 5, N, carries -0.0810; number 6, C, carries 0.6319

(5)
Formula: C5H11NP
Source: the OMol25 dataset
Level of theory: ωB97M-V with the def2-TZVPD basis set

Cartesian coordinates (Å):
H1 -1.83 -1.00 0.44
H2 -2.79 1.15 -0.19
H3 -1.28 1.41 0.46
H4 -3.10 -0.73 -2.18
H5 -1.50 1.46 -1.20
H6 -1.24 -0.25 -2.80
H7 4.38 0.41 2.02
C1 -1.47 -0.46 -0.43
C2 1.18 -0.09 0.89
H8 0.64 0.28 1.75
P1 -1.82 -1.28 -2.04
H9 2.81 0.78 2.89
C3 3.31 0.39 2.01
H10 3.16 -0.46 0.10
H11 1.00 -0.97 -1.09
C4 0.60 -0.54 -0.19
N1 -1.79 0.99 -0.33
C5 2.64 -0.07 0.97

total charge	+1
HOMO energy	-12.788	eV
ΔE to the lowest compared entry with this formula, charge and spin	228.3	kJ/mol

Here are the Mulliken charges for atoms 1 to 6, given in e: number 1, H, carries 0.4890; number 2, H, carries 0.3758; number 3, H, carries 0.3320; number 4, H, carries 0.0799; number 5, H, carries 0.3932; number 6, H, carries 0.0547

(6)
Formula: C4H6N2O
Source: the OMol25 dataset
Level of theory: ωB97M-V with the def2-TZVPD basis set

Cartesian coordinates (Å):
H1 0.81 1.10 2.19
C1 -1.75 -0.86 -0.74
N1 1.52 -0.68 -1.39
H2 2.50 -0.47 -1.57
H3 -2.11 -1.82 -1.08
C2 1.08 0.04 -0.45
C3 -0.09 0.12 0.38
O1 1.71 1.07 0.26
H4 -1.76 0.00 -1.39
H5 0.10 2.22 0.98
N2 -1.17 -0.68 0.44
H6 -1.41 -1.27 1.24
C4 0.55 1.23 1.13

total charge	0
HOMO energy (spin up / spin down)	-7.447 / -7.563	eV
ΔE to the lowest compared entry with this formula, charge and spin	425.6	kJ/mol

Here are the Mulliken charges for atoms 1 to 6, given in e: number 1, H, carries 0.2279; number 2, C, carries -0.4281; number 3, N, carries -0.7091; number 4, H, carries 0.2682; number 5, H, carries 0.2751; number 6, C, carries 0.6100

(7)
Formula: C2H8NS
Source: the OMol25 dataset
Level of theory: ωB97M-V with the def2-TZVPD basis set

Cartesian coordinates (Å):
S1 0.03 1.90 0.64
H1 0.44 -0.50 2.11
H2 0.81 -0.40 -1.52
H3 0.40 -1.43 0.59
H4 -1.77 0.50 1.36
H5 -1.36 0.26 -0.31
C1 -0.93 0.35 0.69
C2 -0.20 -0.85 1.30
H6 1.88 0.25 -2.44
N1 0.89 0.32 -2.24
H7 -0.94 -1.60 1.59
H8 0.75 1.21 -1.77

total charge	-1
HOMO energy	-2.306	eV
ΔE to the lowest compared entry with this formula, charge and spin	26.6	kJ/mol

Here are the Mulliken charges for atoms 1 to 6, given in e: number 1, S, carries -0.7270; number 2, H, carries 0.2489; number 3, H, carries 0.2781; number 4, H, carries 0.2002; number 5, H, carries 0.2511; number 6, H, carries 0.3081

(8)
Formula: C10H16
Source: the OMol25 dataset
Level of theory: ωB97M-V with the def2-TZVPD basis set

Cartesian coordinates (Å):
C1 -0.66 1.69 1.56
C2 2.84 -0.77 1.19
C3 -1.35 -0.41 -1.97
H1 3.42 -0.99 2.03
H2 2.53 0.22 0.92
H3 4.18 -2.25 0.35
H4 -0.49 -2.33 -1.31
C4 0.26 0.78 -0.51
H5 -2.88 -0.09 0.05
H6 -2.78 1.28 2.10
H7 2.05 -1.40 1.41
H8 3.16 -1.83 -0.79
H9 -0.52 2.36 2.40
C5 -1.92 1.23 1.39
H10 0.86 0.76 -1.46
H11 1.37 1.83 0.93
C6 -2.12 0.50 0.18
C7 0.36 1.54 0.70
H12 -2.26 0.11 -2.07
H13 -1.85 -2.58 -2.48
H14 -2.17 -1.98 -0.69
C8 -1.49 -1.97 -1.62
C9 -0.99 0.16 -0.59
C10 3.65 -1.40 0.00
H15 4.51 -0.80 -0.42
H16 -0.63 -0.38 -2.90

SMILES string	CCc1ccccc1.CC
total charge	0
HOMO energy	-9.060	eV
ΔE to the lowest compared entry with this formula, charge and spin	306.7	kJ/mol

Here are the Mulliken charges for atoms 1 to 6, given in e: number 1, C, carries -0.4525; number 2, C, carries -0.5524; number 3, C, carries -0.6711; number 4, H, carries 0.4262; number 5, H, carries -0.1062; number 6, H, carries 0.4016